Below is C21H28BiBrN5OS as an isolated structure, with properties calculated with ωB97M-V/def2-TZVPD.

- DFT total energy (eV) = -118440.0581
- HOMO (spin up / spin down) (eV) = -10.17 / -10.17
- ΔE to the lowest compared entry with this formula, charge and spin (eV) = 0.243
- total charge = +1
- Kohn-Sham gap (spin up / spin down) (eV) = 6.41 / 6.41

Positions of all 58 atoms, in Å:
Bi -0.58 0.14 -0.68
O 5.64 -0.04 2.57
C 4.50 -0.12 1.89
C 4.42 -0.05 0.49
C 3.17 -0.10 -0.10
N 2.05 -0.23 0.58
C 2.13 -0.32 1.89
Br 0.48 -0.48 2.82
C 3.31 -0.26 2.61
H 6.40 0.07 1.98
H 5.30 0.06 -0.11
H 3.06 -0.04 -1.18
H 3.33 -0.31 3.68
C -1.69 -3.06 0.91
C -3.16 -2.73 0.63
C -3.44 -2.62 -0.88
C -3.69 -1.51 1.35
C -4.71 -1.71 2.27
C -5.31 -0.65 2.92
C -4.93 0.65 2.61
C -3.93 0.92 1.70
C -3.64 2.36 1.38
C -2.29 2.81 1.94
C -3.74 2.65 -0.12
C -3.24 -0.18 1.10
N -2.18 0.00 0.31
H -1.49 -4.07 0.56
H -1.49 -3.01 1.97
H -1.01 -2.39 0.39
H -3.74 -3.58 1.00
H -2.91 -1.78 -1.31
H -4.50 -2.49 -1.04
H -3.12 -3.54 -1.37
H -5.05 -2.72 2.46
H -6.09 -0.82 3.65
H -5.44 1.48 3.09
H -4.41 2.96 1.88
H -1.49 2.18 1.55
H -2.28 2.75 3.02
H -2.10 3.84 1.65
H -2.89 2.23 -0.65
H -3.76 3.72 -0.29
H -4.65 2.22 -0.52
C -2.19 5.55 -2.39
C -0.66 5.47 -2.47
C -0.16 4.51 -1.46
N -0.42 3.26 -1.44
N 0.05 2.61 -0.36
C 0.69 3.37 0.48
N 1.25 2.95 1.62
S 0.78 5.03 -0.05
H -2.56 6.23 -3.15
H -2.50 5.93 -1.42
H -2.62 4.57 -2.53
H -0.21 6.45 -2.31
H -0.37 5.12 -3.47
H 0.95 2.07 2.01
H 1.55 3.65 2.29

Atom charges from the Mulliken analysis, given in e for atoms 1 to 4: number 1, Bi, carries 0.9891; number 2, O, carries -0.4996; number 3, C, carries 0.8897; number 4, C, carries -0.5677

---

Below is a 10-piece molecular cluster, C21H28Cl10F4O15 overall, with properties calculated with ωB97M-V/def2-TZVPD.

- SMILES = O=C1OC[C@@H](F)O1.O=C1OC[C@@H](F)O1.O=C1OC[C@@H](F)O1.O=C1OC[C@@H](F)O1.C[C@H]1COC(=O)O1.ClCCl.ClCCl.ClCCl.ClCCl.ClCCl
- DFT total energy (eV) = -189036.0783
- HOMO (eV) = -10.96
- ΔE to the lowest compared entry with this formula, charge and spin (eV) = 1.177
- total charge = 0
- Kohn-Sham gap (eV) = 10.94

Positions of all 78 atoms, in Å:
O -5.89 -0.90 2.34
C -6.65 0.03 2.60
O -7.81 0.29 1.94
C -8.57 1.22 2.62
C -7.52 1.84 3.53
F -8.05 2.20 4.69
O -6.53 0.86 3.68
H -8.95 1.96 1.91
H -9.47 0.77 3.03
H -7.01 2.70 3.10
O 2.92 7.38 -2.30
C 3.09 6.18 -2.11
O 4.33 5.51 -1.89
C 4.17 4.18 -2.16
C 2.70 3.99 -1.73
F 2.67 3.59 -0.48
O 2.11 5.26 -2.06
H 4.38 4.04 -3.22
H 4.82 3.47 -1.66
H 2.11 3.24 -2.25
O 4.22 0.60 -9.70
C 3.39 0.98 -8.90
O 2.62 0.10 -8.11
C 1.54 0.86 -7.62
C 2.06 2.29 -7.69
F 2.67 2.54 -6.50
O 2.96 2.21 -8.74
H 0.65 0.83 -8.24
H 1.21 0.53 -6.63
H 1.30 3.05 -7.86
O 0.79 -0.51 -1.79
C 0.11 -0.88 -0.86
O -0.41 -0.10 0.05
C -1.02 -0.86 1.11
C -0.58 -2.24 0.74
F -1.64 -3.03 0.75
O -0.11 -2.15 -0.54
H -0.82 -0.48 2.11
H -2.07 -0.70 0.85
H 0.18 -2.66 1.40
C 6.06 2.01 3.62
C 4.65 1.99 3.11
C 4.21 0.58 2.73
O 2.94 0.37 3.39
C 2.63 1.49 4.11
O 1.57 1.59 4.71
O 3.64 2.36 4.04
H 6.88 1.93 2.92
H 6.17 1.15 4.29
H 6.20 2.84 4.31
H 4.60 2.67 2.26
H 4.96 -0.09 3.15
H 4.07 0.48 1.66
Cl 0.63 -7.40 -1.05
C -0.51 -8.19 0.06
Cl -1.10 -9.78 -0.65
H -0.04 -8.36 1.03
H -1.30 -7.47 0.28
Cl -1.40 -5.02 7.92
C -2.50 -4.29 6.69
Cl -1.65 -3.17 5.72
H -2.93 -5.02 6.00
H -3.34 -3.83 7.20
Cl 5.16 -0.84 -4.29
C 4.59 -2.42 -5.04
Cl 4.95 -3.89 -4.13
H 3.50 -2.32 -5.07
H 4.91 -2.43 -6.08
Cl -2.82 3.90 3.93
C -1.83 4.29 2.49
Cl -2.25 5.91 1.76
H -0.79 4.19 2.77
H -2.06 3.53 1.75
Cl -7.94 -4.63 0.38
C -6.25 -4.88 0.25
Cl -5.85 -6.55 -0.34
H -5.82 -4.22 -0.51
H -5.80 -4.65 1.22

Atom charges from the Mulliken analysis, given in e for atoms 1 to 4: number 1, O, carries -0.5496; number 2, C, carries 0.6649; number 3, O, carries -0.3055; number 4, C, carries -0.3699

---

Below is C21H28Cl3FeO4 as an isolated structure, with properties calculated with ωB97M-V/def2-TZVPD.

- DFT total energy (eV) = -102371.1171
- HOMO (spin up / spin down) (eV) = -7.70 / -8.09
- ΔE to the lowest compared entry with this formula, charge and spin (eV) = 1.181
- total charge = 0
- Kohn-Sham gap (spin up / spin down) (eV) = 8.23 / 7.72
- multiplicity = 6

Positions of all 57 atoms, in Å:
O 3.31 0.70 -2.42
C 2.75 1.96 -2.81
C 2.69 1.69 -4.30
H 3.47 2.66 -2.51
H 1.80 2.13 -2.28
C 3.13 0.22 -3.78
H 3.37 2.19 -4.99
H 1.65 1.80 -4.69
C 4.57 -0.19 -4.05
H 5.30 0.62 -3.77
H 4.79 -0.47 -5.09
H 4.89 -0.94 -3.29
C 1.89 -0.73 -3.93
H 0.92 -0.19 -3.79
H 1.79 -1.53 -3.17
H 1.77 -1.19 -4.94
Fe 0.07 0.84 0.70
C -2.09 0.17 -0.41
C -2.37 1.44 0.16
C -1.47 2.39 -0.39
H -3.18 1.67 0.85
C -0.63 1.70 -1.33
C -1.03 0.33 -1.36
H -0.68 -0.41 -2.08
H -2.66 -0.74 -0.20
H -1.52 3.47 -0.23
H 0.10 2.17 -1.99
C 0.30 -1.61 1.60
C 0.37 -1.65 0.19
C 1.51 -0.88 -0.22
H -0.26 -2.24 -0.47
C 2.09 -0.28 0.94
C 1.34 -0.75 2.08
H 1.56 -0.57 3.13
H -0.36 -2.21 2.23
H 1.94 -0.86 -1.22
H 2.99 0.32 0.96
O 4.30 3.59 -1.00
C 4.98 3.91 -2.27
C 5.74 5.23 -2.14
H 4.24 4.04 -3.09
H 5.62 3.06 -2.58
C 5.15 5.89 -0.87
H 5.62 5.82 -3.04
H 6.80 4.97 -2.06
C 4.14 4.85 -0.28
H 4.59 6.81 -1.09
H 5.92 6.13 -0.13
H 3.07 5.14 -0.45
H 4.25 4.72 0.83
Cl -0.12 3.45 4.66
C 0.88 3.67 3.23
Cl 0.36 5.10 2.31
Cl 2.61 3.70 3.65
C 0.67 2.50 2.21
O -0.23 1.60 2.42
O 1.34 2.46 1.12

Atom charges from the Mulliken analysis, given in e for atoms 1 to 4: number 1, O, carries -0.5494; number 2, C, carries 2.6083; number 3, C, carries -0.7259; number 4, H, carries -1.7727

---

Below is C21H28HgN3O2 as an isolated structure, with properties calculated with ωB97M-V/def2-TZVPD.

- DFT total energy (eV) = -34967.3467
- HOMO (eV) = -4.13
- total charge = -1
- Kohn-Sham gap (eV) = 6.03

Positions of all 55 atoms, in Å:
O -1.84 -6.61 -4.01
C -2.05 -7.85 -3.26
C -1.91 -8.77 -4.49
H -3.05 -7.90 -2.83
H -1.24 -8.01 -2.54
C -1.73 -7.41 -5.22
H -2.83 -9.30 -4.72
H -1.02 -9.39 -4.45
C -2.84 -7.15 -6.22
H -3.84 -7.30 -5.79
H -2.73 -7.84 -7.06
H -2.75 -6.13 -6.61
C -0.36 -7.27 -5.86
H 0.45 -7.51 -5.16
H -0.24 -6.25 -6.24
H -0.30 -7.95 -6.71
Hg -0.37 -0.03 0.44
C 2.40 0.77 0.49
C 1.89 0.30 1.73
C 1.53 -1.09 1.55
H 1.93 0.83 2.68
C 2.00 -1.48 0.24
C 2.50 -0.32 -0.41
H 2.94 -0.30 -1.40
H 2.69 1.79 0.30
H 1.21 -1.76 2.33
H 2.14 -2.50 -0.09
C -0.58 2.45 -0.68
C 0.17 1.90 -1.75
C -0.54 0.82 -2.32
H 1.15 2.26 -2.05
C -1.76 0.66 -1.58
C -1.79 1.67 -0.55
H -2.67 1.90 0.04
H -0.27 3.33 -0.14
H -0.26 0.25 -3.19
H -2.60 0.04 -1.88
O -0.91 -2.10 -0.77
C -0.45 -2.66 -2.04
C -0.54 -4.16 -1.86
H 0.56 -2.29 -2.27
H -1.11 -2.25 -2.83
C -1.59 -4.34 -0.75
H 0.43 -4.48 -1.45
H -0.76 -4.72 -2.78
C -1.35 -3.16 0.15
H -1.57 -5.31 -0.24
H -2.57 -4.17 -1.22
H -0.58 -3.35 0.91
H -2.24 -2.76 0.67
N -1.36 0.99 2.57
C -0.88 2.07 2.78
N -0.56 3.23 3.19
C 0.22 4.21 2.85
N 0.91 5.10 2.58

Atom charges from the Mulliken analysis, given in e for atoms 1 to 4: number 1, O, carries -0.3930; number 2, C, carries -0.4294; number 3, C, carries -0.9040; number 4, H, carries 0.2957